Computed, not measured: C42H35IN5O2PW as an isolated structure in a non-equilibrium geometry, with ωB97M-V with the def2-TZVPD basis set.

```
87
C42H35IN5O2PW (ωB97M-V with the def2-TZVPD basis set)
W -0.219 -0.350 0.984
C -4.467 -2.048 1.588
C -4.305 -0.634 1.104
N -5.315 -0.073 0.464
C -5.238 1.209 0.065
C -4.158 2.011 0.340
C -4.136 3.447 -0.085
O -2.875 3.711 -0.727
C -3.068 1.421 0.997
C -1.979 2.235 1.513
N -0.809 1.788 1.756
C 0.137 2.627 2.416
C 0.214 3.998 2.194
C 1.162 4.764 2.856
C 2.053 4.174 3.743
C 2.002 2.804 3.966
C 1.051 2.063 3.292
I 0.952 -0.011 3.564
C -3.100 0.076 1.328
O -2.037 -0.549 1.856
H -5.029 -2.049 2.525
H -3.508 -2.527 1.772
H -5.044 -2.624 0.864
H -6.084 1.590 -0.499
H -4.268 4.105 0.781
H -4.967 3.631 -0.767
H -2.870 4.635 -1.001
H -2.220 3.258 1.797
H -0.458 4.462 1.478
H 1.208 5.831 2.672
H 2.792 4.774 4.258
H 2.690 2.330 4.653
N -1.130 1.390 -1.786
C 0.078 1.855 -1.316
C 0.594 3.014 -1.909
C 1.795 3.518 -1.483
C 2.487 2.860 -0.465
C 1.917 1.745 0.077
N 0.718 1.242 -0.324
C -1.745 0.156 -1.719
C -2.776 -0.081 -2.632
C -3.416 -1.290 -2.631
C -3.007 -2.269 -1.724
C -2.011 -1.963 -0.847
N -1.384 -0.753 -0.811
H -1.584 2.028 -2.419
H 0.045 3.482 -2.717
H 2.205 4.408 -1.945
H 3.442 3.210 -0.099
H 2.415 1.202 0.864
H -3.048 0.697 -3.335
H -4.221 -1.481 -3.331
H -3.470 -3.245 -1.688
H -1.690 -2.679 -0.110
C 6.275 -1.529 0.575
C 5.437 -0.880 1.473
C 4.071 -0.824 1.231
C 3.538 -1.418 0.089
C 4.384 -2.066 -0.812
C 5.748 -2.121 -0.565
P 1.755 -1.509 -0.185
C 1.545 -1.599 -1.972
C 2.123 -0.606 -2.765
C 1.877 -0.573 -4.129
C 1.047 -1.526 -4.707
C 0.472 -2.518 -3.922
C 0.718 -2.557 -2.555
C 1.112 -2.954 0.637
C 1.486 -4.292 0.643
C 0.774 -5.159 1.459
C -0.277 -4.682 2.250
C -0.645 -3.345 2.231
C 0.051 -2.455 1.407
H 7.340 -1.576 0.764
H 5.848 -0.422 2.364
H 3.426 -0.337 1.949
H 3.979 -2.522 -1.709
H 6.401 -2.625 -1.267
H 2.786 0.130 -2.319
H 2.346 0.184 -4.745
H 0.860 -1.503 -5.774
H -0.159 -3.272 -4.376
H 0.282 -3.343 -1.948
H 2.316 -4.646 0.042
H 1.037 -6.208 1.495
H -0.813 -5.373 2.892
H -1.464 -3.001 2.853
```

Output
* net charge: +2
* electronic energy: -2751.471519 a.u.
* energy above the lowest of the compared OMol25 structures with the same formula, charge and spin: 0.000 eV
* ⟨S²⟩: 2.02
* spin multiplicity: 3
* LUMO level (alpha / beta): -5.57 / -6.00 eV



Computed, not measured: C42H36BrF10N4O7PS3Sn as an isolated structure in a non-equilibrium geometry, with ωB97M-V with the def2-TZVPD basis set.

```
105
C42H36BrF10N4O7PS3Sn (ωB97M-V with the def2-TZVPD basis set)
Sn 12.954 14.710 24.430
C 10.875 14.617 11.304
O 10.460 15.893 11.871
C 10.794 16.177 13.154
C 12.030 15.910 13.749
C 12.173 16.163 15.102
C 11.152 16.706 15.891
C 9.901 16.959 15.247
C 9.751 16.760 13.884
N 11.193 16.906 17.235
N 12.191 16.301 17.833
C 12.079 16.267 19.194
C 11.165 17.084 19.886
C 11.003 17.020 21.253
C 11.685 15.977 21.911
O 11.537 15.820 23.204
C 12.650 15.181 21.258
N 13.351 14.269 21.989
C 14.213 13.418 21.386
C 14.530 13.555 20.071
C 13.806 14.455 19.282
C 12.896 15.317 19.890
H 11.735 14.787 10.672
H 9.979 14.194 10.798
H 11.212 13.961 12.102
H 12.885 15.533 13.189
H 13.075 15.902 15.609
H 9.098 17.297 15.895
H 8.820 16.947 13.387
H 10.668 17.781 19.171
H 10.370 17.647 21.907
H 14.647 12.583 21.978
H 15.173 12.810 19.611
H 13.970 14.555 18.214
F 11.322 18.420 26.255
C 11.716 17.906 27.420
F 13.072 17.998 27.494
F 11.177 18.528 28.457
S 11.172 16.032 27.463
O 11.480 15.637 26.066
O 9.758 16.055 27.819
N 12.047 15.292 28.558
S 13.236 14.251 28.386
O 13.593 13.871 27.028
O 13.089 13.243 29.377
C 14.761 15.301 29.019
F 14.566 15.792 30.249
F 15.801 14.396 29.028
F 15.062 16.293 28.140
F 17.443 5.781 22.791
C 17.038 6.918 23.389
C 17.648 7.327 24.569
F 18.725 6.649 25.034
C 17.240 8.506 25.172
F 17.792 8.922 26.338
C 16.183 9.258 24.613
P 15.509 10.807 25.320
C 15.229 10.301 27.035
C 13.961 9.775 27.347
C 13.707 9.236 28.609
C 14.671 9.354 29.648
C 15.815 10.040 29.346
C 16.106 10.503 28.089
C 16.966 11.928 25.449
C 18.166 11.687 24.779
C 19.152 12.660 24.785
C 19.042 13.801 25.600
C 17.891 13.973 26.332
C 16.836 13.055 26.302
C 15.503 8.825 23.457
Br 14.172 9.830 22.515
C 15.973 7.636 22.851
F 15.210 7.060 21.871
H 13.141 9.779 26.624
H 12.745 8.721 28.796
H 14.553 8.880 30.622
H 16.557 10.142 30.086
H 17.090 10.890 27.911
H 18.310 10.802 24.145
H 20.018 12.609 24.118
H 19.780 14.582 25.569
H 17.718 14.901 26.858
H 15.953 13.188 26.860
C 9.715 8.899 25.073
C 10.142 10.279 24.631
C 9.894 11.307 25.724
S 10.187 13.040 25.274
O 11.566 13.132 24.562
C 9.009 13.506 23.992
C 8.099 14.709 24.364
C 7.302 15.272 23.201
H 9.932 8.123 24.310
H 8.595 8.904 25.216
H 10.115 8.642 26.059
H 9.618 10.605 23.719
H 11.228 10.280 24.418
H 10.621 11.145 26.552
H 8.882 11.205 26.153
H 8.408 12.612 23.785
H 9.645 13.785 23.125
H 8.670 15.468 24.881
H 7.476 14.354 25.206
H 7.994 15.467 22.354
H 6.806 16.244 23.452
H 6.543 14.517 22.881
```

Output
* net charge: +2
* electronic energy: -7689.924158 a.u.
* energy above the lowest of the compared OMol25 structures with the same formula, charge and spin: 0.000 eV
* spin multiplicity: 1
* LUMO level (alpha / beta): -9.80 / -9.80 eV



Computed, not measured: C42H36BrF4O6P2RuS as an isolated structure, with ωB97M-V with the def2-TZVPD basis set.

```
93
C42H36BrF4O6P2RuS (ωB97M-V with the def2-TZVPD basis set)
Ru 0.186 -0.649 0.627
O 4.267 -2.583 2.145
C 3.261 -1.740 2.018
O 2.416 -1.830 1.151
C 3.306 -0.648 3.063
O 2.092 0.060 3.128
C 1.114 -0.535 4.001
C 0.601 -1.814 3.368
O 0.923 -2.904 3.760
O -0.195 -1.679 2.299
H 4.189 -3.286 1.480
H 4.087 0.061 2.778
H 3.585 -1.094 4.021
H 0.329 0.209 4.097
H 1.553 -0.746 4.976
F 2.240 -5.275 -4.080
C 1.550 -4.286 -3.558
C 1.087 -3.258 -4.359
F 1.332 -3.271 -5.656
C 0.357 -2.214 -3.804
F -0.085 -1.294 -4.652
C 0.098 -2.146 -2.437
P -0.834 -0.769 -1.651
C -0.656 0.617 -2.826
C 0.543 1.322 -2.897
C 0.737 2.300 -3.861
C -0.271 2.602 -4.761
C -1.465 1.898 -4.711
C -1.655 0.906 -3.763
C -2.552 -1.366 -1.801
C -3.653 -0.513 -1.933
C -4.935 -1.023 -2.044
C -5.146 -2.394 -2.016
C -4.066 -3.253 -1.883
C -2.781 -2.745 -1.778
C 0.545 -3.222 -1.666
Br 0.061 -3.302 0.147
C 1.260 -4.272 -2.200
F 1.667 -5.279 -1.442
H 1.337 1.085 -2.218
H 1.688 2.815 -3.918
H -0.122 3.364 -5.514
H -2.247 2.102 -5.429
H -2.565 0.332 -3.801
H -3.519 0.557 -1.972
H -5.771 -0.346 -2.159
H -6.148 -2.791 -2.110
H -4.220 -4.323 -1.866
H -1.962 -3.440 -1.677
C 1.704 3.193 -0.177
S 2.493 1.675 0.374
O 1.597 0.528 -0.143
C 3.879 1.603 -0.727
C 4.857 2.578 -0.561
C 5.948 2.572 -1.414
C 6.058 1.595 -2.397
C 5.089 0.610 -2.522
C 3.984 0.602 -1.679
H 1.847 3.326 -1.245
H 2.137 4.022 0.383
H 0.646 3.102 0.068
H 4.779 3.328 0.218
H 6.716 3.325 -1.306
H 6.912 1.597 -3.060
H 5.192 -0.159 -3.275
H 3.234 -0.175 -1.750
C -2.611 1.504 0.338
P -1.518 0.687 1.518
C -2.643 -0.401 2.427
C -3.346 -1.366 1.706
C -4.109 -2.315 2.365
C -4.175 -2.312 3.752
C -3.488 -1.350 4.475
C -2.715 -0.403 3.818
C -1.018 2.032 2.614
C -2.021 2.715 3.312
C -1.692 3.787 4.124
C -0.368 4.194 4.240
C 0.628 3.527 3.545
C 0.302 2.449 2.734
H -3.196 2.253 0.872
H -3.284 0.762 -0.069
H -2.053 1.997 -0.460
H -3.307 -1.387 0.623
H -4.647 -3.061 1.795
H -4.761 -3.061 4.268
H -3.548 -1.337 5.555
H -2.168 0.327 4.402
H -3.058 2.414 3.223
H -2.469 4.305 4.670
H -0.117 5.031 4.877
H 1.660 3.839 3.643
H 1.085 1.905 2.233
```

Output
* net charge: +2
* electronic energy: -6222.221819 a.u.
* energy above the lowest of the compared OMol25 structures with the same formula, charge and spin: 0.151 eV
* ⟨S²⟩: 0.76
* spin multiplicity: 2
* LUMO level (alpha / beta): -6.85 / -6.83 eV



Computed, not measured: C42H37Cl2DyN11O5S2 as an isolated structure in a non-equilibrium geometry, with ωB97M-V with the def2-TZVPD basis set.

```
100
C42H37Cl2DyN11O5S2 (ωB97M-V with the def2-TZVPD basis set)
Dy -1.448 -0.574 0.099
N 4.927 -0.092 3.674
C 3.596 -0.499 3.531
C 3.276 -1.832 3.863
C 1.984 -2.313 3.694
C 0.993 -1.440 3.181
C 1.302 -0.055 2.966
C 2.607 0.385 3.146
S -0.641 -2.005 2.789
O -1.058 -2.767 3.971
O -1.390 -0.758 2.562
N -0.670 -2.714 1.390
C -0.170 -3.995 1.111
N 0.850 -4.503 1.853
C 1.178 -5.762 1.612
C 0.591 -6.518 0.636
C -0.368 -5.828 -0.160
N -0.693 -4.572 0.020
H 5.624 -0.798 3.554
H 5.102 0.745 3.178
H 4.059 -2.476 4.303
H 1.739 -3.355 3.778
H 0.550 0.628 2.690
H 2.700 1.423 3.022
H 2.013 -6.183 2.212
H 0.851 -7.554 0.417
H -0.772 -6.351 -1.020
Cl -3.690 -3.781 -3.424
C -2.723 -2.364 -3.817
C -2.342 -2.174 -5.122
C -1.610 -1.066 -5.420
Cl -1.097 -0.969 -7.059
C -1.369 -0.026 -4.484
C -0.756 1.166 -4.856
C -0.506 2.040 -3.830
C -0.956 1.765 -2.517
N -1.567 0.623 -2.219
C -1.735 -0.283 -3.157
C -2.441 -1.497 -2.786
O -2.726 -1.617 -1.533
H -2.554 -2.964 -5.820
H -0.433 1.304 -5.890
H -0.088 3.019 -4.032
H -0.885 2.554 -1.764
O 0.057 -1.660 -1.560
C 1.156 -2.212 -1.505
C 1.663 -2.972 -2.752
C 3.102 -2.542 -3.210
C 3.807 -1.463 -2.365
C 4.311 -1.992 -0.989
C 3.231 -2.823 -0.371
N 1.950 -2.220 -0.444
H 0.887 -2.832 -3.546
H 1.691 -4.025 -2.528
H 2.958 -2.068 -4.193
H 3.774 -3.412 -3.423
H 3.121 -0.666 -2.173
H 4.652 -0.927 -2.845
H 4.592 -1.141 -0.400
H 5.172 -2.649 -1.214
H 3.409 -3.117 0.654
H 3.242 -3.814 -0.885
H 1.551 -1.729 0.383
N -3.553 -3.106 0.379
C -4.371 -2.100 0.875
C -5.695 -2.375 1.302
C -6.441 -1.333 1.706
C -5.898 -0.042 1.788
C -4.592 0.149 1.440
N -3.845 -0.869 0.927
H -3.945 -4.062 0.286
H -2.867 -2.912 -0.352
H -5.993 -3.384 1.323
H -7.465 -1.543 2.029
H -6.478 0.805 2.097
H -4.089 1.095 1.592
N 0.718 0.455 0.051
C 1.759 0.926 -0.216
N 2.873 1.317 -0.590
C 3.766 2.176 -0.241
N 4.635 2.912 -0.123
C 0.090 10.666 2.329
C -0.596 9.414 1.883
O -1.676 9.089 2.352
S 0.299 8.501 0.621
C -0.340 6.853 0.836
C 0.625 5.812 0.841
C 0.201 4.485 0.846
C -1.182 4.214 0.951
C -2.114 5.266 0.925
C -1.710 6.563 0.849
C -1.663 2.891 0.897
C -1.944 1.775 0.507
H 0.759 11.051 1.514
H 0.769 10.282 3.067
H -0.625 11.356 2.740
H 1.695 6.051 0.933
H 0.896 3.668 0.899
H -3.123 4.908 0.835
H -2.456 7.339 0.927
```

Output
* net charge: -1
* electronic energy: -5203.240539 a.u.
* energy above the lowest of the compared OMol25 structures with the same formula, charge and spin: 0.000 eV
* ⟨S²⟩: 9.33
* spin multiplicity: 6
* LUMO level (alpha / beta): 2.22 / 2.22 eV



Computed, not measured: a 7-piece molecular cluster, C42H37FNO26P overall in a non-equilibrium geometry, with ωB97M-V with the def2-TZVPD basis set.

```
108
C42H37FNO26P (ωB97M-V with the def2-TZVPD basis set)
C 4.356 0.692 1.804
C 3.315 0.239 0.757
C 1.902 0.410 1.294
F 1.853 0.098 2.637
P 0.659 -0.680 0.479
C -1.050 -0.230 1.003
N -1.216 1.206 1.185
C -2.499 1.452 1.868
C 0.880 -2.489 1.019
O 2.048 -2.894 1.072
O -0.151 -3.052 1.266
H 4.246 0.168 2.750
H 4.296 1.770 1.927
H 5.371 0.497 1.452
H 3.551 -0.794 0.490
H 3.495 0.870 -0.118
H 1.575 1.446 1.150
H 0.760 -0.669 -0.927
H -1.202 -0.784 1.941
H -1.746 -0.603 0.249
H -0.475 1.600 1.746
H -2.366 2.192 2.661
H -2.901 0.550 2.346
H -3.259 1.800 1.163
C 0.105 -3.913 -5.585
C -0.136 -2.759 -4.955
C 0.063 -2.610 -3.476
O -0.169 -1.524 -2.966
C 0.503 -3.769 -2.719
C 0.742 -4.929 -3.348
C 0.569 -5.071 -4.833
O 0.818 -6.143 -5.349
O 1.143 -6.015 -2.703
O -0.565 -1.672 -5.599
H -0.033 -4.030 -6.650
H 0.627 -3.656 -1.649
H 1.243 -6.709 -3.383
H -0.659 -0.979 -4.920
C 4.953 4.986 3.202
C 4.719 6.146 3.827
C 4.926 6.302 5.306
O 4.713 7.387 5.810
C 5.369 5.140 6.063
C 5.600 3.978 5.439
C 5.418 3.831 3.957
O 5.661 2.755 3.444
O 6.003 2.890 6.088
O 4.292 7.228 3.183
H 4.810 4.864 2.138
H 5.498 5.259 7.130
H 6.097 2.193 5.412
H 4.205 7.925 3.861
C -1.349 4.727 -0.657
C -1.707 5.795 -1.382
C -0.879 6.274 -2.539
O -1.265 7.237 -3.171
C 0.354 5.558 -2.846
C 0.710 4.493 -2.118
C -0.132 4.000 -0.978
O 0.230 3.015 -0.362
O 1.827 3.808 -2.359
O -2.810 6.490 -1.125
H -1.938 4.370 0.177
H 0.951 5.922 -3.670
H 1.845 3.092 -1.697
H -2.838 7.204 -1.790
C -6.416 -4.303 -2.665
C -6.043 -3.128 -2.145
C -4.681 -2.553 -2.405
O -4.387 -1.472 -1.924
C -3.758 -3.318 -3.219
C -4.124 -4.496 -3.737
C -5.494 -5.062 -3.502
O -5.778 -6.126 -4.013
O -3.306 -5.229 -4.485
O -6.853 -2.406 -1.372
H -7.394 -4.729 -2.488
H -2.776 -2.897 -3.382
H -3.813 -6.026 -4.733
H -6.353 -1.607 -1.125
C -5.908 3.246 -3.575
C -6.077 4.397 -2.913
C -5.850 4.497 -1.434
O -6.003 5.576 -0.895
C -5.461 3.292 -0.716
C -5.293 2.136 -1.375
C -5.496 2.044 -2.862
O -5.315 0.977 -3.413
O -4.938 1.016 -0.749
O -6.454 5.520 -3.521
H -6.067 3.164 -4.641
H -5.317 3.374 0.352
H -4.870 0.308 -1.428
H -6.500 6.198 -2.821
C 3.603 -5.062 3.268
C 3.580 -6.359 2.931
C 4.238 -7.406 3.779
O 4.168 -8.570 3.432
C 4.937 -6.977 4.984
C 4.963 -5.682 5.318
C 4.281 -4.638 4.483
O 4.329 -3.479 4.855
O 5.590 -5.239 6.407
O 2.975 -6.799 1.830
H 3.129 -4.297 2.664
H 5.422 -7.738 5.578
H 5.452 -4.272 6.413
H 3.104 -7.765 1.825
```

Output
* electronic energy: -4074.815147 a.u.
* spin multiplicity: 1
* LUMO level: -1.82 eV



Q: What is the formula in the first record?
A: C42H35IN5O2PW